Entry from the Open Molecules 2025 dataset: C27H32IN4O2Pt as an isolated structure at a distorted geometry (ωB97M-V with the def2-TZVPD basis set).

Values from the calculation:
Net charge: +1
Kohn-Sham gap (alpha / beta) in eV: 5.75 / 8.07
⟨S²⟩: 2.01
Maximum force in Eh/bohr: 0.067
Energy relative to the best compared isomer or geometry (same formula, charge and spin) in kcal/mol: 0.0
Highest occupied orbital energy (alpha / beta) in eV: -9.03 / -11.48
Spin multiplicity: 3

Structure (XYZ):
```
67
Properties=species:S:1:pos:R:3:mulliken_charge:R:1
Pt -1.60 -0.45 -1.87 1.149
I -2.77 -2.81 -3.08 0.052
O -0.19 1.85 0.02 -0.492
O -2.18 1.74 -4.05 -0.641
N 0.44 -0.53 -1.79 -0.281
N -1.38 -0.61 0.14 -0.850
N -1.39 1.61 -1.93 -0.359
N -3.61 -0.29 -1.91 -0.143
C -2.37 -0.64 1.04 -0.718
C -4.45 0.73 -1.56 -0.013
C 2.69 -0.81 -2.70 -0.709
C 2.35 -0.69 -0.30 0.418
C -0.07 -0.66 0.52 -0.972
C -2.14 -0.67 2.39 -0.616
C -0.70 2.34 -0.98 0.248
C 5.32 0.65 -1.75 -1.539
C -5.83 0.61 -1.67 -0.710
C 1.31 -0.67 -2.82 -0.487
C -1.74 2.29 -3.08 0.431
C 4.76 -0.63 -1.12 2.016
C 1.07 -0.60 4.53 -1.934
C -1.40 3.75 -2.87 -0.448
C 0.23 -0.81 1.89 0.745
C -1.13 0.61 4.94 -1.413
C -5.58 -1.62 -2.51 -0.490
C 4.99 -0.59 0.38 -2.046
C -0.67 3.77 -1.52 -0.623
C 5.47 -1.86 -1.73 -1.581
C -0.81 -0.72 2.83 0.419
C -0.47 -0.65 4.31 1.662
C 0.94 -0.57 -0.51 -0.115
C -1.09 -1.93 4.98 -1.507
C -4.19 -1.43 -2.41 0.289
C 3.24 -0.75 -1.39 0.266
C -6.43 -0.61 -2.12 -0.248
H 6.37 0.78 -1.47 0.430
H 1.27 -0.93 2.20 0.410
H -7.51 -0.73 -2.26 0.382
H 5.02 -2.81 -1.36 0.354
H -1.15 4.46 -0.78 0.298
H 5.31 0.67 -2.87 0.333
H -0.68 -2.82 4.44 0.344
H -3.98 1.63 -1.18 0.447
H -6.44 1.48 -1.41 0.390
H -2.23 0.58 4.83 0.325
H 0.80 -0.62 -3.77 0.544
H -2.94 -0.60 3.09 0.475
H -2.21 -1.96 4.92 0.296
H 1.52 0.25 3.96 0.444
H 5.42 -1.89 -2.84 0.323
H 0.38 4.10 -1.50 0.287
H -5.99 -2.49 -2.98 0.436
H 1.35 -0.48 5.57 0.390
H -0.82 4.14 -3.75 0.288
H -2.31 4.37 -2.90 0.260
H 6.07 -0.44 0.60 0.415
H 1.56 -1.52 4.15 0.404
H 4.62 -1.49 0.89 0.413
H -0.79 -2.02 6.03 0.447
H 3.30 -0.94 -3.61 0.447
H 4.47 0.27 0.84 0.451
H -0.89 0.75 6.00 0.415
H -0.79 1.55 4.38 0.314
H 6.54 -1.84 -1.42 0.436
H 4.77 1.56 -1.44 0.344
H -3.38 -0.65 0.64 0.426
H 2.73 -0.70 0.70 0.270
```

***

Entry from the Open Molecules 2025 dataset: a 3-piece molecular cluster, C27H33Br2ClF5IN2O13 overall at a distorted geometry (ωB97M-V with the def2-TZVPD basis set).

Values from the calculation:
Net charge: 0
Kohn-Sham gap in eV: 7.34
Maximum force in Eh/bohr: 0.124
Energy relative to the best compared isomer or geometry (same formula, charge and spin) in kcal/mol: 0.0
Highest occupied orbital energy in eV: -8.58
SMILES string: CCCC[C@@]1(N(C(=O)F)C(=O)F)O[C@@](O)(Cl)[C@H](I)[N@H+](CC(=O)OC(C)=O)[C@@]1(CC[C@@](F)(Br)C(F)(F)Br)C(=O)[O-].O=C1CCCO1.O=C1CCCO1

Structure (XYZ):
```
84
Properties=species:S:1:pos:R:3:mulliken_charge:R:1
I -3.98 -1.93 3.55 0.190
Br 2.94 2.98 1.23 -0.011
Br 2.07 4.40 -1.60 -0.089
Cl -0.68 -4.10 3.13 -0.152
F 0.44 -0.01 -2.62 -0.320
F 0.96 5.29 0.69 -0.244
F 0.18 3.05 1.87 -0.324
F -1.78 -3.24 -2.04 -0.288
F -0.54 4.27 -0.59 -0.122
O -0.89 -2.94 0.64 -0.507
O -4.76 0.43 -0.73 -0.431
O -0.25 0.55 3.38 -0.757
O 0.26 -3.92 -1.79 -0.379
O -4.49 2.44 -1.77 -0.431
O -4.80 7.35 2.06 -0.357
O 1.86 -1.59 -2.35 -0.302
O 1.61 0.18 2.39 -0.497
O 4.74 -2.79 -2.72 -0.342
O -3.78 1.56 0.93 -0.467
O 4.59 -3.85 -0.74 -0.602
O -3.09 8.83 2.12 -0.564
O -2.72 -3.82 1.57 -0.477
N -0.09 -1.74 -1.04 1.094
N -1.93 -0.63 1.63 0.043
C -2.86 6.77 0.87 -0.172
C 0.75 4.19 -0.14 0.427
C 4.36 -1.38 2.68 -0.996
C 3.80 -2.49 1.72 -0.626
C 4.80 -5.14 -2.77 -0.500
C -0.57 0.81 0.18 -1.069
C 4.71 -3.89 -1.93 0.559
C 1.35 -2.43 1.03 -2.566
C -3.82 0.53 0.34 0.357
C -0.49 -3.03 -1.62 0.671
C -3.63 0.60 -3.06 -0.530
C 0.85 -1.18 -1.92 0.103
C 0.78 1.57 -0.06 -0.678
C 5.33 -4.60 -4.09 -0.481
C -4.01 5.91 0.39 -0.212
C -3.56 7.79 1.74 0.338
C -4.32 1.27 -1.81 0.608
C 0.32 0.07 2.36 -0.448
C 4.79 -3.19 -4.10 -0.436
C -1.53 -3.06 1.85 0.998
C 0.05 -1.79 0.43 0.993
C -2.94 -0.72 0.53 -0.064
C -2.01 -1.75 2.60 -1.585
C 1.00 2.89 0.77 0.253
C 2.77 -1.93 0.59 1.021
C -0.50 -0.47 1.15 1.123
C -5.00 6.04 1.53 -0.406
H -3.65 -1.59 0.65 0.757
H 5.02 -5.19 -4.96 0.334
H 3.06 -2.55 -0.33 -0.699
H 3.32 -3.36 2.23 0.295
H -2.34 7.25 0.04 0.318
H 0.78 1.90 -1.14 0.754
H 6.42 -4.58 -4.06 0.263
H 1.36 -3.54 0.83 0.741
H 4.69 -2.92 1.19 0.383
H 3.77 -3.13 -4.51 0.220
H 5.43 -2.51 -4.66 0.338
H 5.47 -5.87 -2.33 0.336
H 1.33 -2.38 2.16 0.918
H -2.16 6.20 1.49 0.142
H -2.23 0.22 2.17 0.835
H -4.44 6.34 -0.52 0.258
H -1.02 0.59 -0.81 -0.412
H -1.29 1.52 0.70 0.948
H -4.33 -0.21 -3.42 0.335
H -2.68 0.14 -2.71 -0.016
H -3.47 1.36 -3.86 0.292
H -2.48 -0.95 -0.48 -0.519
H -2.77 -4.56 2.19 0.450
H -6.03 5.93 1.19 0.328
H 1.70 0.94 0.05 -0.276
H -3.73 4.88 0.18 0.071
H 3.61 -1.22 3.50 0.177
H 5.27 -1.80 3.19 0.425
H 4.59 -0.40 2.19 0.215
H 2.89 -0.84 0.42 0.113
H -4.82 5.31 2.33 0.248
H 3.80 -5.57 -2.88 0.244
H -1.36 -1.64 3.50 0.836
```

***

Number 1: DFT total energy -1834.35506 a.u.. Number 2: DFT total energy -8541.38410 a.u..